Run P
Formula: H14O7
Source: the OMol25 dataset
Level of theory: ωB97M-V/def2-TZVPD

Results
Molar mass (g/mol): 126.1
Orbital gap (eV): 8.8
LUMO (eV): -1.6

Last column: Mulliken charge in e.
Element x y z (Å)
H  -0.373  -1.799  -0.431  0.56
H  -0.120  -3.740  0.065  0.26
H  -2.941  -1.882  1.290  0.37
H  -2.486  0.488  0.950  0.43
H  -1.360  -0.206  -0.600  0.39
H  -2.340  -1.221  -0.474  0.47
H  0.345  2.855  1.355  0.38
H  1.317  2.204  0.295  0.40
H  2.402  0.906  -1.855  0.35
H  2.743  0.203  0.287  0.33
H  -0.850  2.355  -0.557  0.39
H  -2.447  2.266  -0.772  0.32
H  2.393  -1.631  0.039  0.36
H  2.744  -1.353  1.444  0.37
O  0.444  -2.160  -0.138  -0.85
O  -3.154  -0.537  0.551  -0.82
O  -1.486  -1.217  -0.926  -0.78
O  0.613  3.082  0.151  -0.79
O  2.787  1.229  -0.269  -0.78
O  -1.586  1.689  -0.487  -0.72
O  3.355  -1.532  0.083  -0.64

Run Q
Formula: H14O7
Source: the OMol25 dataset
Level of theory: ωB97M-V/def2-TZVPD

Results
SMILES: O.O.O.O.O.O.O
Molar mass (g/mol): 126.1
Orbital gap (eV): 11.7
LUMO (eV): 0.3

Last column: Mulliken charge in e.
Element x y z (Å)
O  -0.005  -0.123  0.337  -0.63
H  0.090  -0.160  1.288  0.32
H  0.634  0.532  0.057  0.32
O  -4.010  1.569  -0.416  -0.64
H  -4.590  1.131  0.207  0.31
H  -3.266  0.973  -0.509  0.32
O  -1.901  -2.862  -2.568  -0.64
H  -1.482  -2.373  -1.860  0.31
H  -1.433  -3.697  -2.594  0.32
O  0.272  -1.450  4.921  -0.63
H  -0.570  -1.867  5.103  0.32
H  0.575  -1.139  5.774  0.32
O  0.974  3.503  -2.114  -0.64
H  0.404  4.266  -2.216  0.32
H  0.876  3.019  -2.934  0.32
O  -0.152  -5.651  0.985  -0.64
H  -0.016  -4.758  1.303  0.32
H  0.716  -6.054  1.024  0.32
O  4.637  5.026  -1.741  -0.64
H  4.446  5.479  -2.563  0.31
H  3.801  4.636  -1.482  0.33

Run R
Formula: H14O7
Source: the OMol25 dataset
Level of theory: ωB97M-V/def2-TZVPD

Results
SMILES: O.O.O.O.O.O.O
Molar mass (g/mol): 126.1
Orbital gap (eV): 10.1
LUMO (eV): 0.4

Last column: Mulliken charge in e.
Element x y z (Å)
O  -1.432  0.517  -1.371  -0.60
H  -2.132  0.157  -1.938  0.28
H  -0.992  -0.250  -1.227  0.26
O  1.294  -3.035  0.289  -0.62
H  0.812  -3.173  1.161  0.34
H  2.199  -3.347  0.367  0.28
O  -1.016  2.128  1.789  -0.55
H  -1.316  1.336  2.076  0.28
H  -0.834  2.731  2.550  0.28
O  1.021  2.901  -3.367  -0.62
H  1.819  2.737  -2.888  0.31
H  1.110  3.275  -4.298  0.32
O  1.983  -1.548  2.034  -0.58
H  2.703  -2.101  1.974  0.29
H  2.159  -0.680  1.667  0.29
O  -3.083  -1.504  -0.196  -0.57
H  -3.091  -2.333  0.244  0.28
H  -4.007  -1.097  -0.125  0.31
O  0.917  1.446  0.502  -0.53
H  1.399  0.867  0.994  0.23
H  0.487  0.972  -0.238  0.31

Run S
Formula: H14O7
Source: the OMol25 dataset
Level of theory: ωB97M-V/def2-TZVPD

Results
SMILES: O.O.O.O.O.O.O
Molar mass (g/mol): 126.1
Orbital gap (eV): 9.9
LUMO (eV): -0.6

Last column: Mulliken charge in e.
Element x y z (Å)
O  -23.648  29.180  -20.221  -0.64
H  -24.381  28.579  -20.320  0.42
H  -22.920  28.635  -19.888  0.27
O  -24.760  26.527  -22.550  -0.68
H  -25.403  25.825  -22.737  0.45
H  -24.082  26.117  -21.995  0.28
O  -26.343  28.941  -17.404  -0.63
H  -26.230  29.759  -16.970  0.29
H  -26.338  29.052  -18.383  0.32
O  -24.358  25.068  -19.367  -0.62
H  -24.332  25.317  -18.419  0.34
H  -24.912  24.268  -19.359  0.26
O  -22.288  25.541  -21.234  -0.65
H  -22.812  24.802  -21.467  0.32
H  -22.568  25.676  -20.335  0.34
O  -26.481  24.481  -22.588  -0.61
H  -26.147  24.209  -21.784  0.25
H  -27.309  24.070  -22.669  0.31
O  -25.764  27.301  -20.031  -0.72
H  -25.832  27.048  -20.927  0.36
H  -25.161  26.587  -19.737  0.35

Tell me which of them is the least stable. Sure, it is run P.

Run P
Formula: H14O7
Source: the OMol25 dataset
Level of theory: ωB97M-V/def2-TZVPD

Results
SMILES: O.O.O.O.O.O.O
Molar mass (g/mol): 126.1
Orbital gap (eV): 10.5
LUMO (eV): 0.1

Last column: Mulliken charge in e.
Element x y z (Å)
O  1.015  -2.942  0.772  -0.66
H  0.918  -2.152  1.303  0.36
H  0.797  -3.659  1.368  0.29
O  1.506  -0.711  2.438  -0.64
H  1.149  -0.041  1.856  0.31
H  2.361  -0.369  2.702  0.31
O  -0.566  0.229  0.315  -0.65
H  0.016  0.356  -0.434  0.45
H  -1.422  0.528  0.008  0.26
O  -2.865  0.959  -1.297  -0.67
H  -3.242  0.760  -2.154  0.27
H  -3.378  0.434  -0.682  0.34
O  1.203  0.758  -1.607  -0.67
H  1.104  1.183  -2.458  0.28
H  1.849  1.293  -1.145  0.32
O  3.074  -1.870  -0.905  -0.64
H  2.548  -1.071  -0.937  0.30
H  2.534  -2.493  -0.417  0.38
O  -2.595  3.130  0.629  -0.62
H  -3.504  3.386  0.476  0.30
H  -2.500  2.296  0.169  0.36

Run Q
Formula: H14O7
Source: the OMol25 dataset
Level of theory: ωB97M-V/def2-TZVPD

Results
SMILES: O.O.O.O.O.O.O
Molar mass (g/mol): 126.1
Orbital gap (eV): 11.8
LUMO (eV): 0.6

Last column: Mulliken charge in e.
Element x y z (Å)
O  -1.770  1.391  1.714  -0.75
H  -1.051  0.940  1.227  0.56
H  -2.120  2.031  1.092  0.29
O  -0.978  -2.335  0.599  -0.74
H  -0.610  -2.916  1.302  0.31
H  -1.838  -2.020  1.020  0.44
O  -2.919  -1.054  2.015  -0.77
H  -2.738  -1.213  2.968  0.33
H  -2.630  -0.126  1.858  0.42
O  -0.068  0.151  0.257  -1.05
H  -0.320  -0.827  0.274  0.41
H  -0.173  0.425  -0.688  0.48
O  2.831  1.047  -2.410  -0.77
H  3.025  0.295  -3.096  0.35
H  2.962  0.537  -1.549  0.44
O  2.716  0.224  0.140  -0.74
H  1.727  0.245  0.297  0.49
H  3.036  1.027  0.585  0.34
O  0.054  0.926  -2.324  -0.76
H  1.024  1.068  -2.375  0.42
H  -0.158  0.184  -2.907  0.30

Tell me which of them is the least stable. Sure, it is run P.

Run P
Formula: H14O7
Source: the OMol25 dataset
Level of theory: ωB97M-V/def2-TZVPD

Results
Molar mass (g/mol): 126.1
Orbital gap (eV): 9.0
LUMO (eV): 0.1

Last column: Mulliken charge in e.
Element x y z (Å)
O  -1.093  -2.347  -1.154  -0.93
H  -0.306  -2.026  -1.594  0.33
H  -1.023  -2.010  -0.261  0.27
O  0.505  0.394  -0.621  -0.71
H  0.091  1.253  -0.535  0.26
H  0.040  -0.160  0.005  0.47
O  0.977  -0.872  1.134  -0.70
H  1.405  -1.426  1.788  0.25
H  0.041  -1.018  1.273  0.37
O  -1.100  -1.181  0.762  -0.52
H  -1.416  -2.045  1.028  0.48
H  -1.811  -0.583  0.992  0.22
O  0.849  2.126  1.703  -0.62
H  1.379  1.521  1.184  0.34
H  1.307  2.188  2.541  0.29
O  -0.971  3.183  -1.032  -0.64
H  -1.382  4.045  -0.965  0.30
H  -0.118  3.290  -0.610  0.30
O  0.893  -1.762  -1.654  -0.64
H  0.902  -1.720  -2.610  0.35
H  0.831  -0.849  -1.374  0.52

Run Q
Formula: H14O7
Source: the OMol25 dataset
Level of theory: ωB97M-V/def2-TZVPD

Results
SMILES: O.O.O.O.O.O.O
Molar mass (g/mol): 126.1
Orbital gap (eV): 10.0
LUMO (eV): -0.2

Last column: Mulliken charge in e.
Element x y z (Å)
O  0.796  -0.539  -1.058  -0.49
H  0.020  0.037  -0.964  0.32
H  0.675  -0.983  -1.904  0.22
O  -2.743  3.583  -0.282  -0.62
H  -1.806  3.314  -0.256  0.31
H  -3.214  3.423  0.471  0.31
O  -2.943  -1.545  2.374  -0.63
H  -2.373  -1.977  3.084  0.33
H  -2.438  -0.945  1.823  0.32
O  0.252  -0.080  0.892  -0.69
H  -0.081  0.796  0.724  0.33
H  -0.501  -0.569  0.461  0.29
O  2.025  0.903  -0.244  -0.46
H  1.518  1.183  0.443  0.24
H  2.979  1.054  -0.035  0.22
O  5.531  -0.398  0.313  -0.61
H  4.960  -0.958  0.837  0.33
H  5.026  0.232  -0.086  0.30
O  -2.857  -2.075  -1.891  -0.63
H  -2.717  -1.791  -2.843  0.32
H  -2.109  -2.666  -1.859  0.31

Tell me which of them is the least stable. Sure, it is run P.